(1)
Below is C20H51BaN3O7 as an isolated structure, with properties calculated with ωB97M-V/def2-TZVPD.

Last column: Mulliken charge in e.
Element x y z (Å)
H: 3.961641 1.943481 0.620088  0.474
C: -3.167313 2.455468 -1.237627  -0.763
C: 1.815573 -2.170130 1.779486  -0.522
H: -0.548803 -3.790442 -1.548113  0.429
C: 0.097862 -3.368536 -0.814194  -1.236
H: -0.486286 -3.423882 0.006485  0.264
O: 2.680531 -0.395173 3.093554  -0.336
H: -2.192656 4.670310 -0.832183  0.355
N: 0.596341 -1.419492 1.948497  0.808
H: 0.483373 4.737383 -1.421260  0.541
C: 1.233553 4.020011 -1.166347  -1.293
C: -2.733675 -1.128931 -2.408433  -0.623
C: -3.423981 -2.679819 0.880753  -1.077
C: -0.434181 -1.954126 2.815462  -0.685
H: -1.314512 -0.563894 4.135944  0.512
H: 2.476606 -0.829375 -3.532852  0.533
C: -1.896718 3.907355 -0.124131  -1.215
H: -0.537461 2.232295 -3.074647  -0.061
C: 3.444548 1.087189 0.029014  -0.166
H: 1.384496 1.332564 -4.371079  0.523
O: -1.863349 -0.212418 2.184651  0.450
C: 1.286646 1.443811 -3.273567  -1.272
H: 4.883275 -0.015428 1.087330  0.119
H: 1.592664 -3.245317 1.706171  0.496
H: 4.664268 -0.043626 3.675407  0.342
H: 3.260504 1.561855 -0.989838  0.131
C: 3.635891 0.191567 4.009751  -1.040
H: 1.213499 4.120013 -0.025220  0.264
H: -3.922732 3.054602 -0.657971  0.390
C: 2.589834 -1.805110 3.018064  -1.137
H: -0.972260 -2.800772 2.346045  0.275
H: 2.242167 -2.258283 3.979615  0.361
H: -2.428938 -1.536020 3.447994  0.452
H: 2.635658 -0.376836 -1.998117  -0.297
C: -3.454344 1.001743 -1.228338  -0.131
O: -2.040522 2.536062 -0.465213  0.421
H: -3.245190 1.290409 1.542467  0.081
H: 3.629968 -2.205011 2.714860  0.442
H: 0.354353 -0.131952 -3.754479  0.385
H: 2.517699 0.906175 1.731694  -0.123
C: -2.825919 0.823582 2.467760  -0.738
H: -3.667530 0.336013 3.055915  0.363
H: 3.477776 1.214854 4.363717  0.355
O: 0.792888 2.719053 -1.524061  0.565
H: 1.045232 -0.739596 2.586581  0.643
H: -3.446863 -2.944662 -1.718608  0.471
H: 2.382913 -1.912227 0.897139  -0.065
C: 1.827796 -0.693597 -2.678066  -0.305
C: 1.234806 -2.027713 -2.274914  -1.080
H: -3.129963 -3.696465 0.695121  0.382
H: 5.482714 0.522292 -0.553141  0.362
H: -3.102637 2.691636 -2.261943  0.487
H: -3.529501 0.526113 -0.282647  -0.193
H: -4.272306 -1.675851 -1.005971  0.697
C: 0.406736 2.633843 -2.888902  -0.346
C: 4.597862 0.194835 0.039841  -1.062
H: -4.472362 -2.479394 0.893864  0.441
H: 2.132644 -2.535938 -2.058942  0.492
O: 0.536120 -2.065060 -1.288009  0.651
C: -3.281289 -1.976378 -1.276216  -1.236
O: -2.714971 -1.957413 -0.170118  0.439
H: -2.202956 0.603066 -2.881664  0.133
H: 0.977836 -3.923321 -0.491832  0.371
C: -1.512296 -0.943753 3.104779  -1.402
H: 4.250613 -0.733357 -0.378742  0.247
H: -3.436369 -1.080658 -3.237068  0.524
O: 2.277540 0.956752 0.801361  0.034
H: -2.514974 1.620321 3.166178  0.296
Ba: -0.345907 0.387708 -0.023909  -0.063
N: 0.681606 0.205673 -2.836695  0.126
H: 0.764095 -2.490848 -3.158464  0.353
H: 3.647213 -0.096608 5.033307  0.392
H: -3.071133 -2.565335 1.869857  0.249
N: -2.449233 0.259675 -1.928235  -0.063
H: -0.909541 4.066911 0.131089  0.267
H: -0.015782 -2.281169 3.782910  0.309
H: -1.867156 -1.762815 -2.764931  0.005
H: 0.653947 3.493874 -3.533337  0.498
H: -2.545973 4.093990 0.740159  0.386
H: 2.290022 1.765117 -2.957942  0.283
H: 2.246653 4.337406 -1.520062  0.264
H: -4.410382 0.991727 -1.764879  0.396

Atoms 1-2, force components in eV/Å:
-0.8 -0.2 -1.4
-1.7 -1.6 2.4

Values from the calculation:
E_HOMO = -14.9 eV
LUMO level = -4.50 eV
Total charge = +2
Kohn-Sham gap = 10.367 eV

***

(2)
Below is C13H10Cl3GeN3O2Pm as an isolated structure, with properties calculated with ωB97M-V/def2-TZVPD.

Last column: Mulliken charge in e.
Element x y z (Å)
H: 2.556794 -3.777041 1.160335  0.479
C: 2.288448 -4.245503 -2.203992  -0.269
N: 1.703397 -2.490098 -0.213928  -0.399
H: 0.931221 -3.079341 -3.403104  0.389
O: -0.213283 1.260450 1.244240  -0.814
H: -3.308037 2.831808 -2.651651  0.364
C: 1.128658 -2.308967 -1.429005  0.851
C: 2.758479 -4.453465 -0.889135  -0.719
Cl: 2.334550 -0.626402 3.538658  -0.376
C: -2.858939 4.387816 1.491172  -0.533
H: 2.590982 -4.971519 -2.982286  0.430
N: -0.926850 0.657973 -0.866353  -0.891
C: -2.673063 3.084659 -0.946000  1.079
C: 1.421503 -3.226242 -2.459303  -0.656
N: -0.125816 -0.363647 -0.724850  0.040
H: -2.890798 5.012134 2.407601  0.396
C: -3.727867 4.785545 0.477037  -0.535
C: 2.344713 -3.580901 0.118699  -0.123
O: -2.532986 2.494133 -2.170307  -0.339
H: -1.263113 3.214050 2.108001  0.400
H: -4.207673 4.500457 -1.629461  0.315
H: -4.280634 5.672132 0.541939  0.459
Ge: 4.119741 -2.398763 3.162879  0.611
C: -1.858567 2.646614 0.154268  0.344
H: -0.367100 -1.278348 -2.609765  0.381
C: 0.116267 -1.289954 -1.612738  -0.160
H: 3.411071 -5.246445 -0.613097  0.441
C: -2.012149 3.327926 1.341900  -0.442
C: -3.669460 4.128202 -0.744528  -0.596
Cl: 3.083862 -3.949702 4.375036  -0.315
Cl: 5.705879 -1.743799 4.658205  -0.353
C: -0.937841 1.489299 0.186208  0.800
Pm: 1.358611 -0.463062 1.183324  1.740

Atoms 1-2, force components in eV/Å:
0.3 0.2 0.1
1.5 -1.8 0.7

Values from the calculation:
E_HOMO (spin up / spin down) = -13.7 / -13.7 eV
2S+1 = 6
<S²> = 8.7941
LUMO level (spin up / spin down) = -8.02 / -10.31 eV
Total charge = +2
Kohn-Sham gap (spin up / spin down) = 5.710 / 3.424 eV

***

Q: Which energy values were calculated for the entries above? A: -41042.605, -132832.410, in eV.
Q: Which energy relative to the best compared isomer or geometry (same formula, charge and spin) values were calculated for the entries above? A: 60.4, 25.4, in kcal/mol.